DFT (the ωB97M-V functional and the def2-TZVPD basis) results for a single C23H36N2O6 molecule at a distorted geometry.

Structure (XYZ):
```
67
Properties=species:S:1:pos:R:3:lowdin_charge:R:1
C -7.487 -0.397 1.023 -0.12
C -6.870 0.589 0.039 -0.28
C -5.348 0.475 -0.002 -0.24
C -4.729 1.474 -0.977 -0.23
C -3.216 1.318 -1.133 -0.22
C -2.436 1.669 0.132 -0.22
H -2.741 2.659 0.481 0.12
C -0.929 1.663 -0.113 -0.22
C -0.140 1.985 1.154 -0.21
C 1.358 2.068 0.867 -0.21
C 2.224 2.252 2.113 -0.17
C 2.258 1.035 3.051 -0.09
C 2.980 -0.133 2.422 -0.46
O 4.173 -0.334 2.579 0.07
N 2.206 -0.930 1.657 0.13
H 1.226 -0.711 1.520 0.13
C 2.620 -2.163 1.028 -0.11
C 1.386 -2.751 0.360 -0.46
O 0.334 -2.163 0.292 0.12
O 1.612 -3.967 -0.109 0.01
C 0.521 -4.645 -0.746 -0.19
C 0.355 -4.213 -2.195 -0.06
H 1.286 -4.353 -2.740 0.08
H 0.061 -3.167 -2.244 0.07
H -0.419 -4.814 -2.662 0.08
H 0.778 -5.704 -0.677 0.13
H -0.395 -4.444 -0.183 0.13
H 2.984 -2.876 1.781 0.18
C 3.793 -1.999 -0.001 -0.28
O 5.025 -1.994 0.636 -0.01
H 4.976 -1.382 1.405 0.06
C 3.530 -0.779 -0.862 -0.13
C 4.133 0.438 -0.585 0.06
C 3.835 1.539 -1.377 -0.16
C 2.957 1.451 -2.449 0.00
C 2.364 0.233 -2.724 -0.04
C 2.649 -0.870 -1.936 0.00
H 2.187 -1.819 -2.162 0.11
H 1.677 0.142 -3.551 0.11
H 2.749 2.330 -3.039 0.12
N 4.418 2.817 -1.054 -0.35
O 4.319 3.704 -1.874 0.08
O 4.952 2.932 0.028 0.08
H 4.832 0.544 0.231 0.13
H 3.790 -2.893 -0.639 0.16
H 1.246 0.745 3.336 0.11
H 2.811 1.310 3.950 0.13
H 3.249 2.480 1.811 0.10
H 1.850 3.107 2.680 0.12
H 1.667 1.172 0.325 0.09
H 1.531 2.921 0.204 0.12
H -0.344 1.212 1.898 0.10
H -0.482 2.936 1.568 0.12
H -0.628 0.679 -0.482 0.11
H -0.685 2.396 -0.886 0.12
H -2.670 0.951 0.920 0.11
H -2.881 1.973 -1.942 0.11
H -2.986 0.290 -1.424 0.11
H -5.196 1.340 -1.957 0.11
H -4.954 2.490 -0.643 0.11
H -5.070 -0.539 -0.300 0.12
H -4.954 0.646 1.001 0.11
H -7.273 0.406 -0.959 0.11
H -7.146 1.607 0.325 0.11
H -7.114 -0.217 2.029 0.07
H -8.570 -0.300 1.036 0.07
H -7.238 -1.419 0.745 0.07
```

Output
* gap between HOMO and LUMO: 0.3457 Ha
* 2S+1: 1
* structure (SMILES): CCCCCCCCCCCC(=O)N[C@@H](C(=O)OCC)[C@H](O)c1cccc([N+](=O)[O-])c1
* energy above the lowest of the compared OMol25 structures with the same formula, charge and spin: 0.000 eV
* HOMO energy: -0.362 Ha